20
Properties=species:S:1:pos:R:3:mulliken_charge:R:1 method="wB97M-V/def2-TZVPD" total_energy_ev=-58493.40799 multiplicity=1 smiles=ClCCl.ClCCl.OCCO relative_energy_kj_mol=73.6 homo_energy_ev=-10.019 gap_ev=10.433 max_force_ha_per_bohr=0.0439
Cl 2.013 2.162 4.750 -0.14
C 3.279 2.248 6.036 -0.24
Cl 4.895 2.458 5.228 -0.15
H 3.110 3.053 6.750 0.28
H 3.207 1.293 6.556 0.25
Cl -2.007 -1.886 1.398 -0.15
C -1.934 -0.148 1.659 -0.27
Cl -3.439 0.587 1.085 -0.14
H -1.780 0.061 2.718 0.30
H -1.081 0.293 1.142 0.25
O -2.137 -1.648 -3.268 -0.50
C -1.324 -0.579 -3.756 -0.44
C -0.002 -1.036 -4.425 -0.28
O 0.888 -1.296 -3.300 -0.52
H -1.982 -1.514 -2.330 0.33
H -1.782 0.305 -4.198 0.34
H -1.030 -0.048 -2.851 0.24
H 0.419 -0.192 -4.972 0.27
H -0.223 -1.871 -5.090 0.26
H 0.909 -2.242 -3.133 0.29


64
Properties=species:S:1:pos:R:3:mulliken_charge:R:1 method="wB97M-V/def2-TZVPD" total_energy_ev=-42672.26419 multiplicity=1 charge=+1 relative_energy_kj_mol=81.9 homo_energy_ev="-11.748 / -11.750" gap_ev="6.319 / 5.081" max_force_ha_per_bohr=0.0611
O -0.357 -7.009 -2.238 -0.39
C -1.142 -8.006 -1.488 -0.44
C -0.509 -9.212 -2.152 -0.89
H -2.206 -7.885 -1.689 0.34
H -0.957 -7.959 -0.415 0.24
C 0.298 -8.135 -2.902 1.58
H -1.172 -9.758 -2.810 0.34
H 0.103 -9.826 -1.504 0.31
C 0.032 -8.199 -4.386 -1.70
H -1.042 -8.140 -4.596 0.40
H 0.461 -9.140 -4.774 0.39
H 0.494 -7.359 -4.914 0.39
C 1.780 -8.272 -2.637 -1.86
H 2.009 -8.286 -1.563 0.37
H 2.360 -7.458 -3.091 0.37
H 2.112 -9.224 -3.092 0.46
Pb -0.767 0.206 0.566 1.40
C 1.860 0.556 1.655 -0.19
C 0.910 0.376 2.717 -0.50
C 0.566 -1.016 2.765 -0.85
H 0.566 1.158 3.396 0.45
C 1.327 -1.687 1.764 -0.01
C 2.108 -0.719 1.071 -0.65
H 2.833 -0.924 0.284 0.54
H 2.345 1.495 1.386 0.38
H -0.136 -1.479 3.458 0.45
H 1.377 -2.764 1.611 0.52
C 0.423 2.132 -2.155 -0.17
C 1.450 1.225 -1.774 -0.59
C 1.004 -0.093 -2.065 -0.27
H 2.417 1.494 -1.349 0.47
C -0.324 -0.006 -2.581 -0.47
C -0.695 1.372 -2.605 -0.84
H -1.656 1.777 -2.919 0.43
H 0.503 3.219 -2.156 0.57
H 1.595 -1.005 -1.978 0.54
H -0.921 -0.850 -2.928 0.48
O -0.761 -2.890 -1.399 -0.32
C 0.458 -3.684 -1.381 -0.27
C 0.172 -4.961 -0.589 -0.09
H 1.277 -3.105 -0.893 -0.03
H 0.718 -3.909 -2.434 0.43
C -1.377 -4.968 -0.441 -0.56
H 0.637 -4.897 0.408 0.33
H 0.584 -5.813 -1.123 -0.04
C -1.644 -3.470 -0.371 -0.43
H -1.721 -5.556 0.418 0.38
H -1.831 -5.382 -1.356 0.14
H -1.303 -3.132 0.639 0.17
H -2.688 -3.175 -0.549 0.37
C -0.772 4.331 3.090 -1.09
Si -0.573 3.943 1.250 0.11
C -1.793 4.947 0.213 -1.00
C 1.184 4.514 0.759 -1.05
O -0.680 2.372 0.924 -0.43
H -0.837 5.425 3.200 0.34
H 0.082 3.954 3.674 0.29
H -1.688 3.892 3.508 0.31
H -1.743 6.006 0.512 0.33
H -1.544 4.849 -0.855 0.26
H -2.821 4.587 0.353 0.31
H 1.941 4.062 1.411 0.28
H 1.428 4.220 -0.268 0.25
H 1.318 5.602 0.818 0.43


9
Properties=species:S:1:pos:R:3:mulliken_charge:R:1 method="wB97M-V/def2-TZVPD" total_energy_ev=-75932.49957 multiplicity=1 relative_energy_kj_mol=252.0 homo_energy_ev=-9.399 gap_ev=10.215 max_force_ha_per_bohr=0.1255
C 1.183 0.724 -0.787 -0.69
C 0.600 -0.344 -0.278 0.37
C -1.128 -0.277 0.831 -0.57
F 0.780 -1.591 -0.492 -0.21
Br -2.667 0.238 -0.053 -0.08
H 2.113 0.473 -1.346 0.26
H 1.017 1.718 -0.493 0.30
H -1.047 -1.443 1.103 0.28
H -0.851 0.502 1.515 0.34


53
Properties=species:S:1:pos:R:3:mulliken_charge:R:1 method="wB97M-V/def2-TZVPD" total_energy_ev=-31330.43985 multiplicity=1 relative_energy_kj_mol=1952.3 homo_energy_ev=-7.660 gap_ev=7.794 max_force_ha_per_bohr=0.2769
C 2.175 4.438 -0.368 -0.86
H 1.466 5.151 -0.381 0.33
O 1.716 3.283 -0.158 -0.40
C 2.428 2.052 -0.181 0.86
C 3.744 1.909 -0.616 -0.79
C 4.392 0.816 -0.402 -0.62
C 3.766 -0.435 0.031 0.63
C 2.475 -0.283 0.052 -0.94
C 1.703 0.887 0.075 -0.70
N 0.428 0.865 0.472 -0.06
C -0.502 0.103 0.844 0.88
O -0.248 -1.173 0.813 -0.84
C -1.844 0.209 1.023 -0.77
N -2.706 -0.653 1.433 -0.22
C -3.794 -1.057 0.414 0.42
C -3.974 -2.345 0.145 -0.86
C -4.917 -2.813 -0.785 -0.86
C -5.922 -1.770 -1.113 -0.65
C -5.729 -0.311 -0.711 0.50
C -6.844 0.593 -0.843 -0.54
C -6.852 1.775 -0.465 -0.83
C -5.942 2.189 0.731 -1.01
C -4.851 1.304 0.940 -0.66
C -4.859 -0.025 0.436 0.65
H -4.124 1.600 1.404 0.91
H -5.767 3.077 1.061 0.55
H -7.553 2.325 -0.622 0.72
H -7.550 0.442 -1.700 0.21
H -6.760 -1.997 -1.771 0.33
H -4.969 -3.693 -1.165 0.67
H -3.142 -2.942 0.211 0.43
H -2.173 -1.585 1.432 0.30
H -1.775 1.077 2.045 0.24
H -2.261 0.856 0.273 0.40
H -0.021 1.782 0.442 0.12
H 2.030 -1.016 0.464 1.13
C 4.637 -1.620 -0.281 1.59
C 4.513 -2.207 1.567 -2.06
H 4.924 -1.499 2.047 0.68
H 4.947 -3.038 1.440 0.65
H 3.563 -2.498 1.738 0.52
C 5.951 -1.392 -0.224 -2.17
H 6.495 -0.852 0.274 0.74
H 6.162 -1.208 -1.441 0.36
H 6.475 -2.375 -0.498 0.32
C 4.129 -2.650 -1.136 -1.47
H 4.100 -2.268 -2.081 0.57
H 4.638 -3.680 -1.091 0.36
H 2.959 -2.688 -0.986 0.22
H 5.363 1.027 -0.652 0.34
H 4.250 3.053 -0.766 0.07
H 2.547 4.489 -1.523 0.29
H 3.105 4.772 0.152 0.32


12
Properties=species:S:1:pos:R:3:mulliken_charge:R:1 method="wB97M-V/def2-TZVPD" total_energy_ev=-17041.17277 s_squared=2.01 multiplicity=3 relative_energy_kj_mol=51.5 homo_energy_ev="-6.252 / -8.928" gap_ev="6.679 / 6.523" max_force_ha_per_bohr=0.0697
C 0.788 0.914 -0.144 -0.54
C 0.251 -1.844 -0.281 -0.25
N 0.232 1.204 1.170 -0.58
O 1.390 -2.213 -0.365 -0.39
O -1.742 0.407 -0.887 -0.50
P -0.197 -0.207 -1.302 0.32
H 0.831 1.877 -0.641 0.36
H -0.630 -2.214 0.207 0.42
H 0.324 0.411 1.841 0.26
H -0.730 1.480 1.130 0.25
H -2.371 -0.273 -0.695 0.30
H 1.855 0.457 -0.033 0.35


21
Properties=species:S:1:pos:R:3:mulliken_charge:R:1 method="wB97M-V/def2-TZVPD" total_energy_ev=-8494.98109 multiplicity=1 smiles="C=CCCCC.O" relative_energy_kj_mol=184.4 homo_energy_ev=-9.435 gap_ev=10.013 max_force_ha_per_bohr=0.0516
C -3.089 1.348 -0.417 -0.74
C -1.783 1.550 -0.185 -0.20
C -1.161 1.174 1.166 -0.39
C 0.382 1.337 1.103 -0.86
C 1.145 0.064 0.667 -0.41
C 1.031 -1.041 1.743 -1.10
H -3.596 0.601 0.194 0.24
H -3.644 1.497 -1.362 0.27
H -1.190 1.825 -1.058 0.27
H -1.656 1.700 1.984 0.42
H -1.316 0.105 1.359 0.18
H 0.455 2.154 0.316 0.35
H 0.799 1.855 1.966 0.40
H 2.168 0.389 0.468 0.34
H 0.812 -0.394 -0.262 0.26
H 1.642 -1.870 1.312 0.33
H 0.044 -1.533 1.805 0.33
H 1.351 -0.726 2.726 0.29
O 2.562 -3.496 -4.879 -0.64
H 2.727 -3.941 -4.048 0.32
H 2.317 -2.600 -4.599 0.32